Here is a molecular structure, C20H48AlBeCl3F7NNa2O5PSSi2 in a non-equilibrium geometry from the OMol25 dataset. Energies are from ωB97M-V/def2-TZVPD.

The net charge is -1. The calculation puts the highest occupied orbital energy at -4.75 eV. The energy above the lowest of the compared OMol25 structures with the same formula, charge and spin comes out at 0.000 eV. The value obtained for the total energy is -141550.520 eV. The calculation puts the HOMO-LUMO gap at 1.29 eV.

Element x y z (Å)
C  8.34986  -0.04119  -0.23446
C  7.35881  0.81107  0.55347
C  6.48823  1.68511  -0.35895
C  5.18943  2.07708  0.33406
C  4.08503  1.03230  0.21241
C  3.26569  1.22701  -1.06725
C  1.88295  1.89089  -0.79894
Al  0.42205  0.60719  -1.37620
S  -1.62904  1.60140  -1.37809
C  0.45225  -0.86642  0.03453
C  0.07719  -2.09209  -0.61245
O  0.79734  -2.82605  -1.28601
H  8.90347  0.56073  -0.95948
H  7.85210  -0.86436  -0.74964
H  9.08931  -0.48248  0.43667
H  7.94312  1.47730  1.19621
H  6.76190  0.18705  1.22353
H  6.29896  1.15936  -1.30070
H  7.05623  2.58962  -0.59906
H  4.83992  3.07930  -0.10296
H  5.36888  2.29273  1.39015
H  4.47464  0.01650  0.25223
H  3.40959  1.13719  1.05821
H  3.81274  1.82330  -1.85645
H  3.09570  0.25205  -1.53250
H  1.77501  2.83753  -1.42151
H  1.78991  2.19560  0.25204
H  0.67649  0.05959  -2.84833
H  -2.33751  0.47074  -1.47187
H  1.48547  -0.88818  0.38897
H  -0.24736  -0.57331  0.81445
H  -0.97692  -2.39397  -0.47660
Na  0.84186  -5.00742  -1.63335
F  4.09025  -1.23668  2.01152
P  3.05786  -1.15571  3.32574
F  2.43253  0.19085  2.53400
F  4.51416  -1.05304  4.09303
F  2.82271  -2.47514  4.27900
F  2.04782  -2.00029  2.33102
F  2.45538  -0.30390  4.59671
Be  3.38784  3.46023  -1.09470
C  -2.11545  -2.74488  2.23790
Si  -3.63838  -1.96432  2.96201
C  -3.12140  -0.33845  3.76630
C  -4.27753  -3.14315  4.31673
N  -4.79137  -1.72394  1.73015
Si  -6.34184  -1.01816  1.82607
C  -6.27063  0.81942  2.25673
C  -7.41380  -1.86359  3.14328
C  -7.19253  -1.18748  0.18186
H  -1.35124  -2.91009  3.00209
H  -2.35516  -3.70763  1.78110
H  -1.69322  -2.09204  1.47709
H  -2.23706  -0.51847  4.38363
H  -3.90510  0.07394  4.40505
H  -2.86700  0.40252  3.00802
H  -4.68097  -4.04637  3.84471
H  -5.04534  -2.67252  4.94022
H  -3.45980  -3.44499  4.97479
H  -5.98691  0.99520  3.29577
H  -7.26318  1.24965  2.09971
H  -5.55775  1.33656  1.61320
H  -7.34296  -2.93207  2.98481
H  -8.46168  -1.56833  3.04960
H  -7.09153  -1.60786  4.15855
H  -7.28432  -2.24295  -0.08085
H  -6.61784  -0.67740  -0.59411
H  -8.19397  -0.74737  0.20910
O  -1.54375  -7.35676  -3.10276
H  -1.66181  -7.63710  -4.01379
H  -2.40402  -7.04021  -2.81056
Na  -7.06422  -4.54872  3.94689
C  5.43280  4.59746  -4.39830
C  5.23934  4.19440  -5.83512
C  3.85983  4.42039  -6.41836
O  3.82929  3.45100  -7.46796
C  4.62664  2.41661  -7.09147
O  4.67445  1.36469  -7.63094
O  5.36699  2.77336  -6.00774
H  6.34255  4.15004  -3.99900
H  5.51360  5.68177  -4.32047
H  4.59869  4.26903  -3.77242
H  6.00119  4.66819  -6.46246
H  3.70218  5.41829  -6.81840
H  3.06908  4.18031  -5.70230
C  -10.06106  2.83748  1.08394
Cl  -10.16725  1.18519  1.69962
Cl  -10.32402  4.04547  2.34874
H  -9.06995  2.98281  0.67075
H  -10.82029  2.96670  0.32277
Cl  -6.78442  -4.95962  1.03413
F  0.74023  -6.24756  -4.38671

Results of the Löwdin charge analysis, in e, for atoms 1 through 8:
1. C -0.111
2. C -0.254
3. C -0.213
4. C -0.203
5. C -0.202
6. C -0.292
7. C -0.258
8. Al 0.047



Here is a molecular structure, C20H48AlF6O24S8 in a non-equilibrium geometry from the OMol25 dataset. Energies are from ωB97M-V/def2-TZVPD.

The net charge is +1. The calculation puts the highest occupied orbital energy at -12.20 eV. The energy above the lowest of the compared OMol25 structures with the same formula, charge and spin comes out at 5.393 eV. The value obtained for the total energy is -180224.063 eV. The calculation puts the HOMO-LUMO gap at 2.76 eV.

Element x y z (Å)
Al  -0.90836  -0.24130  -0.70271
C  4.56731  -1.10011  -0.40576
F  4.83714  0.11294  -0.81405
F  4.62047  -1.87840  -1.60961
F  5.64408  -1.50824  0.31894
S  2.97138  -1.20686  0.55675
O  3.00670  -0.18622  1.61599
O  1.81139  -1.04466  -0.30392
O  2.94632  -2.53113  1.05213
C  -5.76834  1.87741  -2.26793
F  -5.16532  1.32607  -3.33860
F  -5.28746  3.12038  -2.18220
F  -7.07464  1.82561  -2.39062
S  -5.13112  0.81987  -0.75101
O  -3.71267  0.54442  -0.95143
O  -5.34943  1.64459  0.40127
O  -5.94842  -0.39182  -0.79700
O  2.17086  2.99655  2.50921
S  1.55568  2.86019  1.22449
O  0.64253  1.70866  0.96598
O  0.79282  4.23948  0.85345
C  1.09155  5.51727  1.34679
C  -0.18647  6.38447  1.41388
C  2.85208  2.94773  -0.12803
H  1.91495  6.00518  0.82520
H  1.36484  5.33941  2.38688
H  -0.47937  6.73881  0.42556
H  -0.22479  7.31810  1.97511
H  -1.04523  5.87116  1.84648
H  3.54418  2.10606  -0.10180
H  3.16216  3.99199  -0.16661
H  2.27223  2.72195  -1.02296
O  -0.49095  -3.11606  -0.12500
S  -0.42477  -4.55238  -0.19242
O  -0.72526  -5.32714  -1.41248
O  1.06822  -4.92932  0.31708
C  1.51517  -6.23295  -0.03529
C  2.61228  -6.15525  -1.09985
C  -1.27596  -5.29938  1.20456
H  0.75406  -6.93245  -0.38098
H  1.80733  -6.55288  0.96491
H  2.89832  -7.07872  -1.60333
H  3.48727  -5.65132  -0.68931
H  2.17487  -5.49811  -1.85147
H  -2.30314  -5.30572  0.83991
H  -1.19488  -4.69123  2.10549
H  -0.90344  -6.30736  1.38704
O  -0.74305  3.63481  -3.82273
S  -0.77996  3.75492  -2.36731
O  -0.96864  2.53388  -1.56622
O  0.57674  4.44407  -1.87814
C  1.26337  5.35307  -2.78775
C  1.62193  6.52461  -1.98137
C  -1.94379  4.96113  -1.86150
H  0.70996  5.72899  -3.64828
H  2.14966  4.82569  -3.14055
H  2.42071  6.15974  -1.33569
H  0.82452  6.93273  -1.36035
H  2.02872  7.30567  -2.62369
H  -2.86977  4.79250  -2.41126
H  -1.59870  5.95605  -2.14284
H  -1.95118  4.77996  -0.78669
O  -2.76583  -1.82435  1.03069
S  -3.69229  -2.64902  1.77447
O  -4.33330  -3.79516  1.18210
O  -2.82892  -3.16127  3.12989
C  -3.39130  -4.08991  3.99890
C  -2.78543  -3.91787  5.42573
C  -4.86111  -1.52783  2.63774
H  -3.21828  -5.11374  3.66734
H  -4.48014  -4.03984  3.99769
H  -3.17296  -4.78379  5.96249
H  -2.85844  -2.99486  6.00089
H  -1.69826  -3.99109  5.39767
H  -4.22989  -0.77239  3.10568
H  -5.32721  -2.11447  3.42939
H  -5.41723  -1.10812  1.79948
O  2.77828  2.41495  -3.49871
S  2.16959  1.12781  -3.51505
O  1.41585  0.59183  -2.37283
O  1.12939  0.99782  -4.85314
C  1.55228  1.71811  -5.97741
C  0.96590  1.20438  -7.24164
C  3.55398  -0.08311  -3.91509
H  2.62914  1.62616  -6.11891
H  1.23182  2.74281  -5.78925
H  1.23463  1.83787  -8.08698
H  -0.11366  1.13477  -7.10820
H  1.27156  0.19411  -7.51367
H  3.22181  -0.98741  -3.40518
H  4.41685  0.32429  -3.38824
H  3.70160  -0.06613  -4.99491
O  -0.35247  -0.82105  2.16697
S  -0.49257  -0.83695  3.65471
O  -1.70965  -0.36158  4.27752
O  -0.11062  -2.33237  4.21392
C  0.79755  -3.10632  3.47277
C  0.89245  -4.52964  3.98734
C  0.90523  0.24243  4.30551
H  1.81394  -2.73771  3.61136
H  0.62379  -3.02645  2.39968
H  1.39540  -4.59520  4.95215
H  1.51219  -5.12234  3.31450
H  -0.04531  -5.07690  4.08347
H  0.63692  0.50841  5.32795
H  0.95910  1.20260  3.79240
H  1.84886  -0.28863  4.18043

Results of the Löwdin charge analysis, in e, for atoms 1 through 8:
1. Al 1.465
2. C -0.548
3. F 0.144
4. F 0.053
5. F 0.134
6. S 0.508
7. O -0.230
8. O -0.273